No. 1
C35H24BaBrN10O8S | wB97M-V/def2-TZVPD

Element x y z (Å)
Ba1 0.27001 1.32143 0.24218
Br1 7.77471 2.37583 0.35237
S1 -0.49761 3.90303 1.51932
O1 0.78970 3.20907 1.80652
O2 -0.45134 5.32597 1.67189
O3 1.50223 -0.27000 -1.24300
O4 -1.53498 3.35454 2.56740
O5 5.78790 2.14060 -4.36737
O6 5.09850 0.07525 -3.93457
O7 3.23930 -0.90462 -2.50871
O8 -0.98310 3.43988 0.19912
N1 -7.20805 -4.52680 -1.87397
N2 0.20947 -0.50121 -4.74126
N3 -0.71751 1.26299 -2.77712
N4 3.02537 3.47636 -1.65360
N5 0.25713 -1.77197 2.15196
N6 -2.01898 0.09055 -0.58016
N7 2.47054 -0.12442 1.91473
N8 2.40032 2.34178 -1.31595
N9 -1.49993 0.89407 2.08968
N10 -3.59362 1.12584 3.86780
C1 -3.11885 -1.36424 -2.08464
C2 -1.39641 1.83105 3.10630
C3 -2.41973 1.59381 4.13984
C4 -2.90110 -0.17696 0.38844
C5 1.11835 -1.65765 3.16242
C6 6.03454 0.20603 0.93015
C7 5.05368 1.38587 -3.76931
C8 3.01641 1.38207 -2.00015
C9 -6.89819 -4.13527 -0.64094
C10 0.58882 0.77065 -4.69687
C11 -0.88533 -2.39316 2.40853
C12 6.13786 1.58497 0.88630
C13 4.83016 -0.37165 1.30959
C14 3.85309 1.82249 1.56527
C15 -1.22553 -2.90841 3.65369
C16 -5.89740 -3.22606 -0.34011
C17 0.13330 1.64640 -3.71917
C18 4.01528 3.28167 -2.53229
C19 -6.48984 -3.99002 -2.85498
C20 -4.04916 -1.68569 -1.09753
C21 3.74917 0.43721 1.62988
C22 -1.10685 -0.00872 -2.82128
C23 -2.10952 -0.46107 -1.78733
C24 -0.31941 -2.79126 4.69059
C25 5.06123 2.39790 1.20654
C26 -2.74801 0.53988 1.73786
C27 -0.63313 -0.88518 -3.79123
C28 -3.93885 -1.07637 0.14509
C29 -5.46756 -3.07453 -2.66092
C30 -5.14491 -2.66694 -1.36977
C31 0.89099 -2.16265 4.43535
C32 -3.82150 0.72274 2.56791
C33 2.39343 -0.94137 2.87763
C34 4.05430 1.92783 -2.79977
C35 2.54509 -0.06898 -1.90135
H1 3.24159 -1.14114 3.53966
H2 -7.47834 -4.56971 0.16609
H3 -3.17197 -1.79659 -3.07220
H4 2.72476 4.33935 -1.23264
H5 1.28760 1.11966 -5.44860
H6 -4.95373 -2.68413 -3.52647
H7 4.38374 -0.37196 -3.36492
H8 2.99844 2.44711 1.79761
H9 -6.74083 -4.30144 -3.86340
H10 -4.83564 0.46771 2.29578
H11 -5.71578 -2.98444 0.69700
H12 5.15499 3.47449 1.16406
H13 -0.54555 -3.17747 5.67588
H14 6.87538 -0.41378 0.65201
H15 -0.92853 -1.92778 -3.76956
H16 -2.18767 -3.38357 3.78794
H17 -2.18191 1.80410 5.17929
H18 -4.63339 -1.27609 0.94734
H19 1.64207 -2.04149 5.20514
H20 4.62202 4.08734 -2.90791
H21 4.71414 -1.44740 1.30134
H22 0.47803 2.67367 -3.69700
H23 -0.39464 1.86478 3.53125
H24 -1.57926 -2.48376 1.58135

Computed properties:
Charge: -1
M (g mol⁻¹): 961.94
2S+1: 1
HOMO level (eV): -5.10

And the Mulliken charges, in e, turn out to be:
1. Ba 1.571
2. Br -0.201
3. S 0.863
4. O -0.647
5. O -0.631
6. O -0.430
7. O -0.412
8. O -0.669
9. O -0.604
10. O -0.958
11. O -0.682
12. N -0.653
13. N -0.642
14. N -0.211
15. N -0.172
16. N -0.002
17. N -0.100
18. N 0.549
19. N 0.168
20. N 0.307
21. N -0.641
22. C -0.049
23. C 0.224
24. C -0.610
25. C -0.020
26. C 0.735
27. C -0.664
28. C 0.484
29. C 0.364
30. C -0.388
31. C -0.390
32. C -0.136
33. C 0.047
34. C -0.082
35. C -0.193
36. C -0.764
37. C -0.442
38. C -0.223
39. C -0.773
40. C -0.357
41. C 1.460
42. C -0.544
43. C 0.565
44. C -0.700
45. C -0.405
46. C -0.631
47. C -0.239
48. C -0.579
49. C -0.558
50. C -0.493
51. C 0.754
52. C -0.802
53. C -0.894
54. C -0.934
55. C 0.441
56. C 0.104
57. H 0.429
58. H 0.366
59. H 0.397
60. H 0.076
61. H 0.417
62. H 0.345
63. H 0.436
64. H 0.563
65. H 0.366
66. H 0.498
67. H 0.360
68. H 0.501
69. H 0.420
70. H 0.418
71. H 0.445
72. H 0.408
73. H 0.440
74. H 0.215
75. H 0.410
76. H 0.560
77. H 0.494
78. H 0.482
79. H 0.284
80. H 0.555


No. 2
C35H25F3O12 | wB97M-V/def2-TZVPD

Element x y z (Å)
F1 -5.37686 3.75033 -3.42968
F2 -4.32012 2.85988 -1.62322
F3 -4.41302 5.13125 -1.81481
O1 5.53441 -6.64610 -6.04822
O2 -5.19266 -2.43046 1.50029
O3 3.71527 2.09042 0.98666
O4 1.14432 -3.26042 8.65214
O5 -0.52285 1.06520 4.28280
O6 0.23310 2.66787 -2.22805
O7 -1.57193 5.04388 0.93829
O8 -7.98836 0.28717 -2.09189
O9 3.83946 -1.16268 -3.20132
O10 1.66553 -2.20730 3.48167
O11 5.41085 -3.39401 -1.86130
O12 -2.09323 2.77156 -2.70105
C1 -2.85779 3.85305 -3.34354
C2 6.27974 -6.19536 -3.86298
C3 3.81201 -0.41582 -2.23914
C4 0.91156 -1.69289 6.91323
C5 3.00303 0.82170 -2.25199
C6 -1.33283 4.12935 1.70747
C7 3.74403 1.34229 0.02535
C8 1.89800 -3.77448 5.22076
C9 4.55293 0.10507 0.03880
C10 1.26293 -3.01815 7.46560
C11 -0.06995 3.36540 1.61909
C12 2.97099 1.63854 -1.19936
C13 -2.02695 2.74235 3.60492
C14 -5.83440 -1.80658 0.67658
C15 1.76538 -4.03908 6.52084
C16 -2.29217 3.74213 2.76342
C17 4.58610 -0.71336 -1.01423
C18 1.54644 -2.44860 4.66831
C19 -0.76349 1.97841 3.51628
C20 -7.34628 -0.33646 -1.26834
C21 -7.21578 -2.19791 0.32285
C22 1.04403 -1.42777 5.61280
C23 -0.82056 3.31526 -2.28082
C24 -4.28083 3.93275 -2.56125
C25 0.19556 2.36596 2.46018
C26 4.69753 -4.66177 -5.10107
C27 -5.26283 -0.62841 -0.00995
C28 5.43814 -4.14036 -2.82321
C29 6.24724 -5.37809 -2.81020
C30 -1.13295 4.84751 -1.99671
C31 4.66438 -3.84311 -4.04794
C32 -1.97191 5.21415 -3.30742
C33 -7.91800 -1.51485 -0.58176
C34 -5.96502 0.05485 -0.91466
C35 5.50625 -5.89915 -5.08823
H1 0.79211 -0.46264 5.19147
H2 2.38349 2.54760 -1.19222
H3 2.01720 -5.00419 6.94239
H4 6.86731 -7.10508 -3.87031
H5 2.44330 1.02391 -3.15662
H6 -2.71707 2.44521 4.38466
H7 2.26499 -4.51023 4.51582
H8 -2.94906 3.42718 -4.40843
H9 1.11608 1.79700 2.40939
H10 -1.42739 5.37779 -4.29942
H11 -0.32057 5.54051 -1.61716
H12 4.07612 -2.93119 -4.04028
H13 -3.21219 4.31129 2.81362
H14 4.13857 -4.46047 -6.00629
H15 0.62064 3.66215 0.83925
H16 -4.25064 -0.35561 0.26165
H17 5.17432 -1.62525 -1.02195
H18 -2.51886 6.18453 -3.04360
H19 -7.61951 -3.06236 0.83523
H20 5.11173 -0.09625 0.94419
H21 -8.93011 -1.78764 -0.85338
H22 -1.94878 4.81880 -1.19050
H23 6.80647 -5.57980 -1.90500
H24 0.54460 -0.95730 7.61820
H25 -5.56119 0.91882 -1.42665

Computed properties:
Charge: 0
M (g mol⁻¹): 694.57
Structure (SMILES): O=C1CC[C@H](C(F)(F)F)O1.O=C1C=CC(=O)C=C1.O=C1C=CC(=O)C=C1.O=C1C=CC(=O)C=C1.O=C1C=CC(=O)C=C1.O=C1C=CC(=O)C=C1
2S+1: 1
HOMO level (eV): -9.91

And the Mulliken charges, in e, turn out to be:
1. F -0.267
2. F -0.234
3. F -0.252
4. O -0.555
5. O -0.544
6. O -0.597
7. O -0.556
8. O -0.492
9. O -0.534
10. O -0.608
11. O -0.545
12. O -0.524
13. O -0.557
14. O -0.493
15. O -0.373
16. C -0.127
17. C -0.394
18. C 0.320
19. C -0.360
20. C -0.392
21. C 0.402
22. C 0.428
23. C -0.358
24. C -0.678
25. C 0.366
26. C -0.329
27. C -0.406
28. C -0.511
29. C 0.324
30. C -0.365
31. C -0.483
32. C -0.136
33. C 0.385
34. C 0.205
35. C 0.288
36. C -0.404
37. C -0.188
38. C 0.526
39. C 0.755
40. C -0.197
41. C -0.473
42. C -0.356
43. C 0.283
44. C -0.451
45. C -0.219
46. C -0.146
47. C -0.656
48. C -0.340
49. C -0.289
50. C 0.310
51. H 0.430
52. H 0.453
53. H 0.405
54. H 0.396
55. H 0.461
56. H 0.466
57. H 0.412
58. H 0.380
59. H 0.534
60. H 0.311
61. H 0.344
62. H 0.657
63. H 0.433
64. H 0.438
65. H 0.512
66. H 0.490
67. H 0.669
68. H 0.296
69. H 0.406
70. H 0.446
71. H 0.411
72. H 0.056
73. H 0.424
74. H 0.431
75. H 0.542


No. 3
C35H25N8O2Ti | wB97M-V/def2-TZVPD

Element x y z (Å)
Ti1 0.14786 -0.01992 0.37042
O1 -2.51257 -0.54372 3.29859
O2 3.12463 -2.85787 -0.15385
N1 -2.99846 0.09644 -0.09762
N2 -0.39794 1.82373 0.01767
N3 1.27163 -1.69814 0.65991
N4 -1.12603 -1.13394 1.53567
N5 0.57940 1.10086 2.09958
N6 -0.25937 -0.08671 -1.59971
N7 -0.33963 2.87719 0.93351
N8 2.14490 0.52271 -0.36668
C1 -0.82699 -2.41213 -1.86823
C2 0.17478 2.41486 2.04094
C3 2.42332 -1.86432 -0.02550
C4 -0.49941 -2.23489 2.15245
C5 3.75771 1.92025 -1.38575
C6 0.19662 -3.76013 -3.58409
C7 0.75575 -2.60841 1.60958
C8 -0.14131 -1.28310 -2.32392
C9 -0.65085 -3.63749 -2.49018
C10 -1.03265 -2.99537 3.19048
C11 0.94874 2.74278 4.30966
C12 -0.49770 1.13373 -2.22162
C13 2.55651 1.73985 -0.71560
C14 -2.17500 -0.47741 2.12445
C15 -3.71218 0.85103 -0.92373
C16 -0.81649 3.50151 -1.75452
C17 -0.98970 2.67613 -4.01158
C18 -0.72857 1.37639 -3.57069
C19 -0.58269 2.21096 -1.30763
C20 4.10337 -0.44981 -1.30337
C21 -4.43602 1.95466 -0.49138
C22 -2.98316 0.40736 1.19409
C23 2.89577 -0.54605 -0.63918
C24 0.87803 -2.64185 -4.04379
C25 -3.68797 1.47870 1.72672
C26 0.86816 -4.47740 3.12028
C27 0.71890 -1.41394 -3.41825
C28 -4.41912 2.26967 0.85715
C29 1.42608 -3.72506 2.09164
C30 4.52887 0.81153 -1.69376
C31 -1.02240 3.73127 -3.11574
C32 -0.35051 -4.11076 3.66348
C33 1.16227 0.62537 3.23249
C34 1.37828 1.38105 4.33963
C35 0.36051 3.24771 3.20301
H1 -1.97206 -2.69684 3.62677
H2 -1.16458 2.84883 -5.06700
H3 -3.67920 0.58262 -1.97440
H4 -4.96146 3.13117 1.22747
H5 -1.48980 -2.30345 -1.01697
H6 1.90513 2.56150 -0.44774
H7 -0.71884 0.56119 -4.28152
H8 0.33282 -4.72087 -4.06445
H9 4.67005 -1.35144 -1.48494
H10 1.83762 0.94739 5.21537
H11 5.46731 0.92705 -2.22219
H12 -4.98398 2.55912 -1.20242
H13 -3.63422 1.67301 2.78801
H14 1.09050 3.37095 5.18157
H15 -1.21892 4.73811 -3.46463
H16 -1.17895 -4.50459 -2.11235
H17 1.44127 -0.42235 3.20030
H18 -0.78333 -4.68994 4.47064
H19 1.28036 -0.55117 -3.75540
H20 4.06672 2.92062 -1.65524
H21 1.39512 -5.34710 3.49354
H22 -0.86520 4.30101 -1.02884
H23 0.01959 4.27254 3.14375
H24 2.37209 -3.99799 1.65030
H25 1.55651 -2.72663 -4.88463

Computed properties:
Charge: -1
M (g mol⁻¹): 637.51
2S+1: 1
HOMO level (eV): -3.67

And the Mulliken charges, in e, turn out to be:
1. Ti -2.930
2. O -0.747
3. O -0.792
4. N -0.152
5. N 2.423
6. N 1.117
7. N 0.796
8. N 1.192
9. N 1.578
10. N -1.498
11. N 1.019
12. C -0.127
13. C 0.228
14. C 0.006
15. C 0.021
16. C -1.021
17. C -0.573
18. C 0.504
19. C -0.268
20. C -0.762
21. C -0.834
22. C -0.207
23. C 1.090
24. C -0.085
25. C -0.248
26. C -0.238
27. C -0.674
28. C -0.801
29. C -0.872
30. C -0.713
31. C -0.767
32. C -0.683
33. C 0.805
34. C 0.379
35. C -0.899
36. C -0.625
37. C -0.644
38. C -0.160
39. C -0.419
40. C -0.805
41. C -0.413
42. C -0.707
43. C -0.712
44. C -0.213
45. C -1.088
46. C -1.095
47. H 0.465
48. H 0.404
49. H 0.485
50. H 0.384
51. H 0.244
52. H 0.317
53. H 0.538
54. H 0.378
55. H 0.555
56. H 0.448
57. H 0.417
58. H 0.415
59. H 0.452
60. H 0.368
61. H 0.388
62. H 0.425
63. H 0.348
64. H 0.376
65. H 0.592
66. H 0.463
67. H 0.397
68. H 0.431
69. H 0.477
70. H 0.487
71. H 0.360


Results for electronic energy: -149543.8162, -69415.9246, -75838.8622 (in eV, following the order of the records).
Results for energy above the lowest of the compared OMol25 structures with the same formula, charge and spin: 23.66, 37.71, 8.63 (in kcal/mol, following the order of the records).